(1)
# C4H4N4

The molecule C4H4N4 at a distorted geometry (ωB97M-V with the def2-TZVPD basis set, the Open Molecules 2025 dataset).

The geometry in XYZ format:
```
12
Properties=species:S:1:pos:R:3:mulliken_charge:R:1
N -1.087 -1.532 -0.009 -0.532
N 2.266 -0.473 -0.244 -0.331
N -1.044 0.751 -0.373 -0.439
N 1.367 -1.586 -0.173 -0.462
C 1.638 0.653 -0.203 -0.524
C 0.252 0.449 0.257 0.562
C -1.755 -0.439 -0.251 -0.087
C 0.241 -1.053 0.078 0.431
H 2.270 1.518 -0.232 0.401
H -2.859 -0.497 -0.329 0.358
H -1.551 1.563 0.144 0.321
H 0.262 0.645 1.336 0.302
```

Frontier orbital gap   9.543 eV
HOMO level   -9.577 eV
Relative energy (zero: lowest compared OMol25 entry of this formula, charge and spin)   2.249 eV
E_LUMO   -0.03 eV
Electronic energy   -373.76224 a.u.

---

(2)
# C4H4N4

The molecule C4H4N4 at a distorted geometry (ωB97M-V with the def2-TZVPD basis set, the Open Molecules 2025 dataset).

The geometry in XYZ format:
```
12
Properties=species:S:1:pos:R:3:mulliken_charge:R:1
N -1.665 -0.239 0.640 -0.500
N -0.443 -0.418 0.891 0.017
N 0.261 0.483 -1.352 -0.249
N -1.050 0.472 -1.665 -0.353
C -1.891 0.240 -0.614 0.049
C 0.542 -0.039 -0.157 0.584
C 1.897 0.214 0.443 -0.361
C 2.154 -0.625 1.550 -0.548
H 2.724 0.696 -0.069 0.354
H 3.092 -0.530 1.986 0.345
H -2.939 0.255 -0.835 0.403
H 1.184 -1.243 1.981 0.258
```

Frontier orbital gap   8.712 eV
HOMO level   -9.597 eV
Relative energy (zero: lowest compared OMol25 entry of this formula, charge and spin)   4.251 eV
E_LUMO   -0.89 eV
Electronic energy   -373.68868 a.u.

---

(3)
# C4H4N4

The molecule C4H4N4 at a distorted geometry (ωB97M-V with the def2-TZVPD basis set, the Open Molecules 2025 dataset).

The geometry in XYZ format:
```
12
Properties=species:S:1:pos:R:3:mulliken_charge:R:1
N 1.806 0.650 -1.148 -0.637
N -0.268 1.382 -0.242 -0.462
N -0.163 -0.739 -1.232 -0.497
N -0.352 0.009 1.693 -0.500
C 0.541 0.465 -0.860 0.649
C -0.605 -1.518 -0.321 -0.017
C -0.397 -1.159 1.128 -0.064
C -0.622 1.147 0.939 0.144
H -1.182 1.920 1.469 0.375
H -0.424 -1.922 1.871 0.391
H -1.146 -2.467 -0.585 0.357
H 2.091 -0.253 -1.566 0.262
```

Frontier orbital gap   8.986 eV
HOMO level   -9.896 eV
Relative energy (zero: lowest compared OMol25 entry of this formula, charge and spin)   1.862 eV
E_LUMO   -0.91 eV
Electronic energy   -373.77648 a.u.

---

(4)
# C4H4N4

The molecule C4H4N4 at a distorted geometry (ωB97M-V with the def2-TZVPD basis set, the Open Molecules 2025 dataset).

The geometry in XYZ format:
```
12
Properties=species:S:1:pos:R:3:mulliken_charge:R:1
N -1.892 0.381 0.300 -0.423
N 0.853 -0.626 -1.060 -0.369
N 0.445 0.802 0.998 -0.475
N 2.389 -0.438 0.479 -0.563
C -0.401 -0.647 -1.365 -0.023
C 1.150 -0.119 0.267 0.476
C -1.764 -0.390 -0.575 -0.121
C -0.819 1.000 0.924 0.120
H 2.641 -0.115 1.382 0.279
H -1.031 1.837 1.566 0.383
H -2.658 -0.652 -1.035 0.387
H -0.523 -0.972 -2.434 0.329
```

Frontier orbital gap   8.758 eV
HOMO level   -9.730 eV
Relative energy (zero: lowest compared OMol25 entry of this formula, charge and spin)   3.165 eV
E_LUMO   -0.97 eV
Electronic energy   -373.72858 a.u.

---

(5)
# C4H4N4O4

The molecule C4H4N4O4 at a distorted geometry (ωB97M-V with the def2-TZVPD basis set, the Open Molecules 2025 dataset).

The geometry in XYZ format:
```
16
Properties=species:S:1:pos:R:3:mulliken_charge:R:1
O -0.415 1.914 -0.109 -0.464
O 0.866 -2.195 2.103 -0.617
O 0.454 -3.124 0.138 -0.692
O 0.440 0.122 1.347 -0.320
N 0.944 2.231 1.652 -0.349
N 0.523 -2.153 0.943 0.977
N -0.528 -0.739 -0.587 -0.328
N 1.506 -2.510 -2.547 -0.569
C -0.667 -1.380 -1.692 -0.151
C 0.231 1.546 0.803 0.524
C 0.427 -2.446 -2.038 0.236
C 0.189 -0.890 0.509 0.449
H 1.176 3.232 1.477 0.267
H -0.243 -3.169 -1.441 0.337
H -1.545 -1.307 -2.275 0.435
H 1.485 1.689 2.336 0.264
```

Frontier orbital gap (spin up / spin down)   7.468 / 8.503 eV
HOMO level (spin up / spin down)   -7.802 / -10.526 eV
Expectation value of S²   2.025
Relative energy (zero: lowest compared OMol25 entry of this formula, charge and spin)   1.820 eV
Multiplicity   3
E_LUMO (spin up / spin down)   -0.33 / -2.02 eV
Electronic energy   -674.53496 a.u.

---

(6)
# C4H4N4S

A 2-piece molecular cluster, C4H4N4S overall at a distorted geometry (ωB97M-V with the def2-TZVPD basis set, the Open Molecules 2025 dataset).

The geometry in XYZ format:
```
13
Properties=species:S:1:pos:R:3:mulliken_charge:R:1
S 1.398 -1.680 1.718 -0.106
N 0.209 -0.870 -1.156 -0.343
N -2.121 -0.667 2.061 -0.316
N 0.246 0.124 -0.312 0.392
N -0.015 -0.376 -2.320 -0.554
C -0.147 0.966 -2.227 -0.541
C 0.366 -0.277 1.647 0.049
C 0.016 1.309 -0.904 -0.061
C -1.010 -0.461 1.877 0.264
H 0.831 0.623 2.024 0.253
H 0.572 -2.500 1.052 0.197
H 0.000 2.238 -0.376 0.366
H -0.344 1.571 -3.086 0.401
```

Frontier orbital gap   8.600 eV
HOMO level   -9.727 eV
Relative energy (zero: lowest compared OMol25 entry of this formula, charge and spin)   1.663 eV
E_LUMO   -1.13 eV
Electronic energy   -771.91264 a.u.

---

So what do the calculations give for molar mass? Going down the list: 108.1; 108.1; 108.1; 108.1; 172.1; 140.2 g/mol.